[1]
# C2H5OP

The molecule C2H5OP (ωB97M-V/def2-TZVPD, the OMol25 dataset).

Cartesian coordinates (Å):
C -0.41503 -0.81510 -0.45628
C -0.73840 -0.06951 0.60254
O 0.01252 1.00903 1.03017
P 1.22123 -0.47165 -1.24116
H -1.08862 -1.66549 -0.59915
H 2.09337 0.18847 -0.30022
H -1.62602 -0.07762 1.11724
H -0.42604 1.28826 1.80245
H 0.96698 0.61360 -1.95559

Forces on atoms 1 to 6 (eV/Å):
C 3.4 -3.0 -5.8
C -0.8 4.8 6.5
O 0.9 -1.1 -1.9
P -0.1 -3.1 0.8
H 0.8 0.1 -0.6
H -0.9 -0.2 0.0

2S+1: 3
Energy, hartree: -495.5727
Energy relative to the best compared isomer or geometry (same formula, charge and spin), eV: 2.323
F_max, eV Å⁻¹: 8.09
HOMO level (spin up / spin down), Ha: -0.1870 / -0.3286

***

[2]
# C8H6Cl2MoNO3STe4

A structure of composition C8H6Cl2MoNO3STe4 (ωB97M-V/def2-TZVPD, the OMol25 dataset).

Cartesian coordinates (Å):
Mo -0.13821 -0.57936 -0.01509
Te -0.19623 -2.55889 -1.54088
Te 2.18584 -3.33683 -2.52644
Te 3.81148 -1.40333 -1.67381
Te 2.26196 -0.03298 0.02405
O -4.46784 3.46990 -1.45639
S -3.87199 2.44649 -2.24831
O -4.04721 2.39638 -3.65917
N -2.22756 2.38797 -1.90738
C -1.94944 1.29743 -1.31981
O -0.70402 0.97712 -0.97376
C -3.06177 0.37706 -0.98861
C -3.05044 -0.80029 -0.26862
C -4.23242 -1.52296 -0.14828
C -5.40433 -1.04809 -0.72883
C -5.42812 0.16565 -1.41021
C -4.24005 0.85419 -1.52004
H -2.19404 -1.17373 0.31657
H -4.24726 -2.44906 0.41035
H -6.31541 -1.62201 -0.62826
H -6.34510 0.55190 -1.83408
Cl -0.12711 -1.75600 2.30810
C -0.11258 -0.23411 3.27043
Cl -0.56793 1.10255 2.20698
H 0.89589 -0.08473 3.63828
H -0.84562 -0.34168 4.06040

Forces on atoms 1 to 6 (eV/Å):
Mo 0.4 0.2 -0.2
Te 0.0 -0.1 0.1
Te 0.0 0.1 -0.1
Te 0.1 -0.1 -0.1
Te 0.3 0.1 0.1
O 0.0 0.0 0.0

2S+1: 1
Energy, hartree: -3047.5010
Energy relative to the best compared isomer or geometry (same formula, charge and spin), eV: 0.108
Total charge: +1
F_max, eV Å⁻¹: 0.51
HOMO level (spin up / spin down), Ha: -0.4088 / -0.4090

***

[3]
# CH6NO2P

The molecule CH6NO2P (ωB97M-V/def2-TZVPD, the OMol25 dataset).

Cartesian coordinates (Å):
N -0.53115 -0.53758 -1.62872
C 0.18245 -0.82950 -0.37918
P 0.10294 0.73714 0.65441
O -1.19276 1.03789 1.63985
O 1.41491 0.95602 1.54953
H -1.38927 -0.02352 -1.58528
H -0.65090 -1.32214 -2.20045
H -0.25618 -1.72579 0.24598
H 1.11345 -1.21453 -0.61025
H 0.14652 1.84563 -0.11251
H 1.05999 1.07637 2.42663

Forces on atoms 1 to 6 (eV/Å):
N 0.9 1.1 0.8
C -3.4 -0.4 1.4
P -4.9 0.9 4.6
O 4.7 -2.0 -3.9
O 0.4 -0.9 -0.9
H -0.4 0.0 0.5

2S+1: 1
Energy, hartree: -588.2834
Energy relative to the best compared isomer or geometry (same formula, charge and spin), eV: 1.881
F_max, eV Å⁻¹: 6.80
HOMO level, Ha: -0.3634
SMILES: NC[P@@H](=O)O

***

[4]
# C11H16N2O

The ion C11H16N2O with charge +2 (ωB97M-V/def2-TZVPD, the OMol25 dataset).

Cartesian coordinates (Å):
C 3.10057 -1.06034 2.36914
C 1.82271 -0.69736 2.81532
C 1.02030 -0.06896 1.97795
N 1.32237 0.16420 0.66937
C 0.40366 1.17938 -0.24657
O 1.13480 1.36060 -1.40543
C 0.12935 0.79456 -2.26828
C -0.71621 0.49820 -1.08594
C -1.00460 -1.01974 -0.78904
C -2.38246 -0.87647 -0.03594
N -3.09740 0.14564 -0.78515
C -2.11480 1.20548 -1.01226
C 2.51930 -0.23256 0.21328
C 3.40988 -0.80570 1.04823
H 3.72211 -1.30710 3.15260
H 1.47713 -1.06499 3.80226
H -0.05276 0.36274 2.25599
H 0.19059 1.92060 0.58570
H 0.46223 -0.01925 -2.93633
H -0.28538 1.58916 -2.98716
H -0.20844 -1.39736 -0.14340
H -1.12233 -1.53324 -1.72590
H -3.02354 -1.83508 0.04360
H -2.06047 -0.39459 0.96543
H -3.41785 -0.24523 -1.74001
H -3.82291 0.57017 -0.35320
H -2.24301 1.92735 -0.19959
H -2.39069 1.73801 -2.01050
H 2.84590 0.09637 -0.73631
H 4.38196 -0.99448 0.56213

Forces on atoms 1 to 6 (eV/Å):
C -1.7 1.4 -0.9
C 1.0 -2.2 1.8
C -5.0 2.5 -1.9
N -0.2 0.8 -0.1
C 0.9 -2.1 1.2
O 0.7 1.3 0.4

2S+1: 1
Energy, hartree: -612.8147
Energy relative to the best compared isomer or geometry (same formula, charge and spin), eV: 0.582
Total charge: +2
F_max, eV Å⁻¹: 5.92
HOMO level, Ha: -0.6508
SMILES: c1cc[n+]([C@H]2OC[C@@]23CC[NH2+]C3)cc1

***

[5]
# C24H32N4O5

The molecule C24H32N4O5 (ωB97M-V/def2-TZVPD, the OMol25 dataset).

Cartesian coordinates (Å):
C -1.03632 3.13934 -3.34867
C -1.67371 3.70621 -2.08399
C -2.64981 2.73541 -1.40587
C -2.04634 1.91446 -0.26665
C -0.90942 0.99836 -0.72868
N -0.64683 -0.04004 0.23666
C 0.06341 0.00401 1.38217
C 0.80989 1.18507 1.89187
C 2.30895 0.86872 2.00177
C 2.96976 0.79087 0.64362
O 4.02668 1.28540 0.36646
O 2.22105 0.07365 -0.21337
C 2.56575 0.09740 -1.56223
C 2.85083 -1.08278 -2.21811
C 3.16476 -1.05980 -3.56713
C 3.20232 0.14635 -4.24026
C 2.90902 1.33302 -3.58820
C 2.57261 1.32474 -2.24156
O 2.20844 2.41678 -1.51102
C 2.48276 3.69355 -2.04014
N 0.06034 -1.15379 2.02642
C -0.68575 -1.98421 1.27033
C -1.14579 -1.32069 0.14012
C -1.92884 -1.97526 -0.86050
O -2.37505 -1.52407 -1.89726
N -2.14389 -3.30442 -0.49787
C -1.71947 -4.00500 0.61988
O -1.99638 -5.17353 0.77018
N -0.96753 -3.29240 1.52344
C -0.51498 -3.93405 2.74463
C -1.64875 -4.09589 3.75923
C -2.28937 -2.77667 4.19000
C -1.32911 -1.86092 4.94079
H -0.40001 2.28607 -3.13170
H -1.80636 2.81854 -4.04646
H -0.43612 3.90306 -3.84043
H -0.89412 3.99825 -1.37714
H -2.21585 4.61364 -2.35921
H -3.05872 2.05305 -2.15275
H -3.48484 3.30278 -0.98939
H -1.69126 2.58134 0.52310
H -2.83640 1.28948 0.15738
H 0.00636 1.56657 -0.89997
H -1.20655 0.49663 -1.65211
H 0.43500 1.42733 2.88891
H 0.65689 2.04479 1.24043
H 2.82715 1.63318 2.58070
H 2.42728 -0.09495 2.50093
H 2.82905 -2.00647 -1.66154
H 3.38815 -1.98039 -4.08234
H 3.45873 0.17285 -5.28831
H 2.93677 2.26084 -4.13668
H 2.24534 4.39845 -1.24494
H 1.85885 3.90789 -2.91260
H 3.53837 3.79047 -2.30595
H -2.68805 -3.85619 -1.15181
H -0.13153 -4.92280 2.47951
H 0.28780 -3.31583 3.14428
H -1.24337 -4.60627 4.63476
H -2.41056 -4.73997 3.31632
H -3.14245 -3.00852 4.83199
H -2.67493 -2.25366 3.31161
H -1.86463 -0.99965 5.33435
H -0.87276 -2.38986 5.77471
H -0.54643 -1.50043 4.27830

Forces on atoms 1 to 6 (eV/Å):
C 0.0 0.2 0.2
C -0.2 -0.1 -0.2
C 0.2 0.2 0.3
C -0.1 -0.1 -0.3
C -0.3 0.6 -0.2
N 0.2 -0.3 0.5

2S+1: 1
Energy, hartree: -1529.0597
Energy relative to the best compared isomer or geometry (same formula, charge and spin), eV: 1.643
F_max, eV Å⁻¹: 1.45
HOMO level, Ha: -0.3014
SMILES: CCCCCn1c(CCC(=O)Oc2ccccc2OC)nc2c1c(=O)[nH]c(=O)n2CCCC

***

[6]
# C28H38BF5N6O3PbS4Te

A structure of composition C28H38BF5N6O3PbS4Te (ωB97M-V/def2-TZVPD, the OMol25 dataset).

Cartesian coordinates (Å):
Pb -0.14005 -0.54047 1.46769
C 5.46014 -1.30153 2.63209
C 4.23362 -0.87447 3.44455
C 4.60199 -0.63243 4.90913
C 3.19332 -1.99235 3.33931
N 3.72959 0.41288 2.89346
C 4.54235 1.29577 2.20050
C 3.79931 2.36397 1.87428
N 2.52672 2.17461 2.36514
B 1.41692 3.17585 1.95963
N 0.16683 3.10631 2.86801
C 0.17640 3.69029 4.11230
C -1.00129 3.42827 4.70875
N -1.75496 2.66994 3.83486
C -1.02049 2.48465 2.71167
S -1.53278 1.68269 1.26566
C -3.08727 2.07872 4.14929
C -2.99871 0.55226 4.03344
C -3.47424 2.44105 5.58094
C -4.13436 2.64046 3.18726
N 1.05435 2.98934 0.45092
C 0.54702 4.06784 -0.23760
C 0.47182 3.74671 -1.54104
N 0.93270 2.45033 -1.67695
C 1.27837 2.00248 -0.43980
S 1.88387 0.42560 -0.09614
C 1.14658 1.76361 -2.97887
C 2.65465 1.73414 -3.25309
C 0.46238 2.56985 -4.08250
C 0.56437 0.33775 -2.96224
C 2.49458 0.97939 2.99980
S 1.13481 0.37322 3.84619
H 5.69345 -2.33907 2.86119
H 6.33993 -0.70393 2.87079
H 5.25381 -1.22732 1.56374
H 4.98912 -1.54877 5.35439
H 3.71837 -0.31979 5.46554
H 5.36127 0.14653 4.99128
H 3.67014 -2.94084 3.58563
H 2.79767 -2.05718 2.32377
H 2.37017 -1.83861 4.02441
H 5.57400 1.09954 1.98797
H 4.06310 3.24742 1.32174
H 1.88480 4.27733 2.06847
H 1.02910 4.23636 4.47195
H -1.35243 3.72551 5.67636
H -2.06066 0.18850 4.45767
H -3.07010 0.22530 3.00100
H -3.82282 0.08958 4.57538
H -2.76718 2.02610 6.29996
H -4.45115 2.00905 5.78651
H -3.55079 3.51960 5.72361
H -3.86485 2.43228 2.15594
H -4.23967 3.71897 3.31738
H -5.09373 2.16575 3.39008
H 0.27171 4.97305 0.27194
H 0.12676 4.34332 -2.36151
H 3.07410 2.73975 -3.19145
H 2.83008 1.34144 -4.25504
H 3.16330 1.09689 -2.53104
H 0.92897 3.54671 -4.21276
H -0.60169 2.69674 -3.88091
H 0.56419 2.02973 -5.02140
H 1.32492 -0.38177 -2.67424
H 0.20734 0.07784 -3.96008
H -0.26901 0.25175 -2.26474
O -2.28980 -2.63538 -2.56376
C -1.11162 -2.88331 -2.82504
O -0.21083 -3.20594 -1.88682
C -0.49327 -2.85510 -4.13906
C -1.11305 -2.59903 -5.35883
C -0.34837 -2.65747 -6.50459
C 1.02169 -2.92712 -6.43000
C 1.65137 -3.15432 -5.22190
C 0.87178 -3.13431 -4.06954
S 1.33296 -3.43500 -2.42709
H -2.16992 -2.37118 -5.38071
H -0.80857 -2.49860 -7.46964
H 1.60541 -2.96507 -7.33993
H 2.71509 -3.33948 -5.16572
F -4.02076 -1.42196 -1.16142
Te -2.61748 -2.32259 -0.23921
F -3.23016 -1.18725 1.21376
F -1.62170 -3.03871 1.29059
F -4.12848 -3.27324 0.43860
F -2.29678 -4.19726 -0.67037
O -1.36919 -1.08301 -0.62189

Forces on atoms 1 to 6 (eV/Å):
Pb -0.3 -0.8 0.0
C 0.0 0.1 0.0
C -0.1 -0.2 0.3
C 0.0 0.0 -0.1
C 0.0 0.0 0.0
N -0.2 0.3 -0.3

2S+1: 1
Energy, hartree: -4222.0176
F_max, eV Å⁻¹: 4.40
HOMO level, Ha: -0.2640